Record 1
Density functional theory data (ωB97M-V/def2-TZVPD) for a molecular structure, C14H22O11Rb in a non-equilibrium geometry.

Each line ends with the Mulliken charge.
Geometry (Å):
Rb (0.677, -1.316, -1.972)  0.81
O (1.472, 0.890, -3.833)  -0.94
C (2.553, 1.442, -3.168)  -0.24
C (3.399, 0.679, -2.138)  -0.72
O (2.792, 0.256, -0.928)  -0.67
H (2.262, 2.447, -2.748)  -0.01
H (3.301, 1.751, -3.960)  0.33
H (4.244, 1.347, -1.857)  0.23
H (3.858, -0.210, -2.636)  0.22
C (-5.299, -3.600, -0.529)  -1.45
C (-4.818, -2.217, -0.833)  0.49
C (-3.765, -1.654, 0.139)  -0.47
O (-2.665, -1.295, -0.707)  -0.12
C (-2.898, -1.672, -1.967)  0.63
O (-2.121, -1.548, -2.858)  -0.54
O (-4.123, -2.234, -2.094)  -0.40
H (-5.656, -3.691, 0.499)  0.37
H (-4.504, -4.326, -0.693)  0.34
H (-6.145, -3.855, -1.169)  0.36
H (-5.649, -1.517, -0.931)  0.26
H (-3.433, -2.379, 0.880)  0.27
H (-4.083, -0.729, 0.614)  0.30
C (-0.644, 1.497, -0.429)  -0.19
C (-0.062, 2.525, 0.500)  0.43
C (1.322, 3.049, 0.129)  0.10
O (1.278, 4.413, 0.604)  -0.38
C (-0.011, 4.799, 0.719)  0.49
O (-0.357, 5.890, 1.022)  -0.58
O (-0.849, 3.765, 0.485)  -0.45
H (-0.037, 1.409, -1.331)  0.02
H (-1.676, 1.706, -0.700)  0.28
H (-0.560, 0.519, 0.044)  -0.16
H (-0.092, 2.184, 1.540)  0.16
H (1.533, 2.979, -0.938)  -0.02
H (2.100, 2.485, 0.640)  0.20
C (2.497, 0.248, 3.366)  -1.54
C (2.378, -0.598, 2.128)  1.20
C (2.894, -2.025, 2.291)  -0.54
O (1.934, -2.816, 1.569)  -0.33
C (0.855, -2.055, 1.314)  0.51
O (-0.076, -2.392, 0.637)  -0.53
O (0.965, -0.833, 1.871)  -0.24
H (3.552, 0.382, 3.620)  0.37
H (2.031, -0.268, 4.210)  0.40
H (2.049, 1.226, 3.220)  0.31
H (2.806, -0.088, 1.255)  -0.15
H (2.926, -2.369, 3.325)  0.27
H (3.845, -2.204, 1.798)  0.30

Computed properties:
- total charge = -1
- frontier orbital gap (eV) = 4.21
- ΔE to the lowest compared entry with this formula, charge and spin (kJ/mol) = 0.0
- E_HOMO (eV) = -2.388



Record 2
Density functional theory data (ωB97M-V/def2-TZVPD) for 2 unconnected molecules or ions with the total composition C14H23B in a non-equilibrium geometry.

Each line ends with the Mulliken charge.
Geometry (Å):
B (1.623, -0.099, 0.291)  -0.20
C (-3.359, -1.971, 0.462)  -0.35
C (-2.961, -0.969, 1.352)  -0.71
C (-2.503, -2.241, -0.604)  -0.95
C (-2.120, 0.056, 0.990)  -0.51
C (-1.570, -1.224, -0.956)  -0.19
C (-1.401, -0.027, -0.214)  0.11
C (2.994, -0.736, 2.308)  -1.34
C (2.214, -1.810, -1.337)  -0.96
C (-1.533, 3.351, -0.253)  -1.47
C (-0.120, 1.013, -2.127)  -2.11
C (1.490, -0.451, 1.788)  -0.13
C (2.683, -0.443, -0.713)  -0.44
C (-0.432, 2.270, 0.140)  -1.51
C (-0.448, 0.900, -0.612)  2.36
H (-4.172, -2.717, 0.811)  0.27
H (-3.627, -0.845, 2.235)  0.29
H (-2.941, -2.976, -1.251)  0.33
H (-2.012, 0.901, 1.664)  0.29
H (-1.136, -1.146, -1.970)  0.29
H (3.571, 0.298, 2.248)  0.26
H (2.948, -1.088, 3.264)  0.47
H (3.537, -1.491, 1.777)  0.34
H (2.231, -2.689, -0.684)  0.31
H (1.265, -1.595, -1.738)  0.23
H (2.809, -1.835, -2.256)  0.37
H (-1.360, 3.748, -1.203)  0.37
H (-1.448, 4.159, 0.500)  0.38
H (-2.399, 2.783, -0.123)  0.39
H (0.485, 1.849, -2.179)  0.60
H (-1.039, 1.252, -2.710)  0.38
H (0.458, 0.223, -2.656)  0.38
H (0.896, -1.394, 1.933)  0.28
H (1.052, 0.417, 2.387)  0.22
H (3.625, -0.465, -0.204)  0.56
H (2.666, 0.369, -1.411)  0.30
H (0.574, 2.608, -0.083)  0.56
H (-0.536, 2.016, 1.135)  0.56

Computed properties:
- total charge = 0
- frontier orbital gap (eV) = 7.07
- ΔE to the lowest compared entry with this formula, charge and spin (kJ/mol) = 205.1
- E_HOMO (eV) = -6.612



Record 3
Density functional theory data (ωB97M-V/def2-TZVPD) for a molecular structure, C14H23BF11NO12S2Zr in a non-equilibrium geometry.

Each line ends with the Mulliken charge.
Geometry (Å):
Zr (-0.442, -0.681, -5.336)  1.29
N (-0.016, 0.888, -6.515)  0.13
S (1.213, 1.880, -6.852)  0.75
O (1.464, 3.009, -5.952)  -0.48
O (1.812, 1.841, -8.158)  -0.56
F (2.031, 0.813, -5.974)  -0.28
S (-0.954, 2.082, -7.434)  0.82
O (-0.789, 2.060, -8.878)  -0.50
O (-1.236, 3.345, -6.695)  -0.48
F (-2.340, 1.199, -7.222)  -0.25
B (-2.398, -0.137, -4.287)  1.98
H (-2.520, -0.844, -5.094)  -0.59
H (-1.648, -0.457, -3.580)  -0.06
H (-1.892, 0.672, -4.790)  -0.33
H (-3.233, 0.295, -3.758)  -0.31
O (-0.777, -2.829, -4.694)  -0.72
C (0.120, -3.267, -3.670)  -0.47
C (1.285, -2.228, -3.283)  -0.44
O (1.249, -0.912, -3.882)  -0.63
H (0.358, -4.293, -3.949)  0.34
H (-0.352, -3.406, -2.697)  0.28
H (2.263, -2.624, -3.558)  0.29
H (1.284, -2.068, -2.205)  0.33
C (-1.308, 5.902, -3.281)  -1.57
C (-0.892, 4.445, -3.601)  0.44
O (0.121, 4.018, -2.751)  -0.29
C (0.565, 2.700, -2.811)  0.35
O (-0.028, 1.809, -3.455)  -0.52
C (1.911, 2.364, -2.072)  0.74
F (1.772, 1.389, -1.183)  -0.27
F (2.859, 1.936, -2.824)  -0.22
F (2.397, 3.410, -1.435)  -0.27
H (-0.499, 6.627, -3.368)  0.40
H (-1.568, 6.071, -2.236)  0.37
H (-2.109, 6.233, -3.943)  0.37
H (-0.473, 4.335, -4.601)  0.10
H (-1.761, 3.827, -3.373)  0.18
C (-4.846, -1.649, -5.950)  -0.99
C (-3.865, -2.852, -6.238)  0.06
O (-3.303, -2.885, -7.571)  -0.35
C (-2.274, -2.093, -8.063)  0.36
O (-1.617, -1.398, -7.287)  -0.31
C (-2.136, -1.972, -9.617)  0.70
F (-3.234, -2.521, -10.260)  -0.24
F (-2.044, -0.689, -10.001)  -0.18
F (-1.025, -2.629, -9.987)  -0.23
H (-4.419, -0.653, -5.830)  0.00
H (-5.282, -1.810, -4.964)  0.41
H (-5.695, -1.671, -6.633)  0.47
H (-4.419, -3.762, -6.010)  0.38
H (-3.008, -2.767, -5.570)  0.04
C (-6.559, 5.058, -1.274)  -1.02
C (-7.347, 4.790, -2.619)  -0.18
O (-7.455, 3.326, -2.890)  -0.29
C (-6.395, 2.639, -3.107)  0.39
O (-5.259, 2.965, -2.696)  -0.54
C (-6.611, 1.403, -3.907)  0.82
F (-5.621, 1.219, -4.867)  -0.21
F (-6.611, 0.348, -3.068)  -0.26
F (-7.785, 1.205, -4.524)  -0.29
H (-6.344, 4.249, -0.576)  0.32
H (-7.055, 5.800, -0.649)  0.36
H (-5.596, 5.538, -1.450)  0.27
H (-6.939, 5.425, -3.405)  0.29
H (-8.371, 5.159, -2.583)  0.30

Computed properties:
- total charge = 0
- frontier orbital gap (eV) = 6.56
- ΔE to the lowest compared entry with this formula, charge and spin (kJ/mol) = 720.9
- E_HOMO (eV) = -9.002



Record 4
Density functional theory data (ωB97M-V/def2-TZVPD) for a single C14H23BF9NO6S molecule in a non-equilibrium geometry.

Each line ends with the Mulliken charge.
Geometry (Å):
C (3.617, -1.031, 2.225)  -0.73
C (2.190, -1.548, 2.380)  0.02
O (1.374, -0.653, 3.165)  -0.52
B (0.469, 0.108, 2.479)  0.33
O (-0.770, 0.345, 3.055)  -0.67
N (0.882, 0.690, 1.187)  1.12
C (1.535, 2.018, 1.354)  -1.11
C (2.721, 2.228, 0.424)  -0.68
C (2.346, 2.537, -1.032)  -0.28
C (3.315, 1.985, -2.089)  -1.06
C (3.589, 0.506, -1.978)  -0.43
O (2.348, -0.203, -2.092)  -0.15
C (2.341, -1.244, -2.967)  0.63
C (2.387, -2.601, -2.334)  -0.91
O (2.266, -1.074, -4.152)  -0.54
C (-0.114, 0.628, 0.194)  0.02
O (-0.304, -0.342, -0.490)  -0.62
O (-0.851, 1.755, 0.097)  -0.32
C (-2.089, 1.621, -0.609)  -0.85
C (-3.146, 0.969, 0.287)  -0.70
C (-3.936, -0.128, -0.409)  0.97
F (-3.126, -0.964, -1.097)  -0.30
F (-4.809, 0.428, -1.288)  -0.33
C (-4.687, -0.995, 0.657)  0.52
F (-5.153, -0.207, 1.631)  -0.30
F (-3.766, -1.808, 1.198)  -0.29
S (-6.132, -2.063, 0.028)  1.40
F (-6.782, -2.065, 1.478)  -0.31
F (-6.910, -0.727, -0.323)  -0.30
F (-5.497, -2.100, -1.419)  -0.28
F (-5.393, -3.417, 0.380)  -0.29
F (-7.362, -2.890, -0.506)  -0.28
H (3.781, -0.216, 2.931)  0.32
H (3.795, -0.641, 1.224)  -0.16
H (4.349, -1.803, 2.458)  0.41
H (2.205, -2.486, 2.931)  0.45
H (1.732, -1.713, 1.406)  0.08
H (-1.245, -0.487, 3.169)  0.29
H (0.817, 2.832, 1.263)  0.40
H (1.924, 2.050, 2.375)  0.68
H (3.405, 1.386, 0.505)  0.14
H (3.268, 3.090, 0.820)  0.45
H (2.340, 3.622, -1.151)  0.54
H (1.338, 2.204, -1.278)  -0.07
H (2.881, 2.173, -3.072)  0.38
H (4.258, 2.535, -2.037)  0.36
H (4.273, 0.206, -2.776)  0.51
H (4.063, 0.236, -1.032)  0.13
H (2.893, -2.581, -1.371)  0.21
H (2.922, -3.270, -3.005)  0.36
H (1.375, -2.980, -2.195)  0.25
H (-1.950, 1.107, -1.556)  0.44
H (-2.388, 2.643, -0.827)  0.39
H (-3.879, 1.725, 0.566)  0.46
H (-2.711, 0.611, 1.217)  0.27

Computed properties:
- total charge = 0
- structure (SMILES) = CCOB(O)N(CCCCCOC(C)=O)C(=O)OCCC(F)(F)C(F)(F)S(F)(F)(F)(F)F
- frontier orbital gap (eV) = 10.38
- E_HOMO (eV) = -9.909



Record 5
Density functional theory data (ωB97M-V/def2-TZVPD) for a molecular structure, C14H23Cl4N5 in a non-equilibrium geometry.

Each line ends with the Mulliken charge.
Geometry (Å):
C (-2.695, 0.675, 0.481)  0.51
C (-3.824, -0.087, 0.034)  0.10
N (-4.778, -0.619, -0.363)  -0.62
H (-2.479, 1.589, -0.073)  0.56
H (-1.749, 0.157, 0.322)  -0.76
H (-2.820, 0.904, 1.539)  0.07
C (-3.974, 0.455, -2.817)  -1.30
C (-2.587, 0.344, -2.445)  0.63
N (-1.461, 0.309, -2.205)  -0.51
H (-4.366, 1.463, -2.685)  0.33
H (-4.597, -0.284, -2.313)  0.45
H (-3.994, 0.279, -3.892)  0.37
C (1.469, -0.388, -4.249)  -0.42
C (2.587, -0.590, -5.222)  0.14
N (3.458, -0.830, -5.961)  -0.38
H (1.120, -1.284, -3.736)  0.24
H (0.581, 0.088, -4.666)  0.38
H (1.830, 0.365, -3.548)  0.14
C (1.566, -2.011, 2.410)  -0.38
C (2.436, -2.920, 1.637)  0.28
N (3.089, -3.644, 1.026)  -0.54
H (1.939, -0.987, 2.414)  -0.11
H (1.278, -2.436, 3.372)  0.49
H (0.648, -2.018, 1.823)  0.00
C (2.449, 1.541, 0.937)  -0.63
C (3.116, 0.689, 1.923)  0.53
N (3.633, 0.047, 2.740)  -0.47
H (1.408, 1.663, 1.237)  -0.04
H (2.507, 1.166, -0.085)  -0.01
H (2.987, 2.486, 0.859)  0.47
Cl (2.898, -1.116, -0.062)  -0.18
C (1.554, -0.701, -1.105)  -1.31
C (0.232, -0.669, -0.390)  0.34
Cl (0.202, 0.630, 0.795)  -0.17
H (1.488, -1.354, -1.975)  0.34
H (1.840, 0.249, -1.557)  0.70
H (0.056, -1.640, 0.073)  0.31
H (-0.643, -0.522, -1.024)  0.07
Cl (1.193, 0.835, 3.583)  -0.08
C (-0.298, 1.598, 3.047)  0.00
C (-1.478, 0.854, 3.626)  -0.97
Cl (-1.648, -0.798, 3.100)  -0.11
H (-0.244, 1.646, 1.960)  0.05
H (-0.233, 2.630, 3.390)  0.61
H (-2.401, 1.361, 3.344)  0.44
H (-1.298, 0.877, 4.701)  0.47

Computed properties:
- total charge = 0
- frontier orbital gap (eV) = 9.82
- ΔE to the lowest compared entry with this formula, charge and spin (kJ/mol) = 753.3
- E_HOMO (eV) = -9.860